# 1
{
  "formula": "C3H10N2OP",
  "method": "wB97M-V/def2-TZVPD",
  "symbols": ["P", "O", "N", "N", "C", "C", "C", "H", "H", "H", "H", "H", "H", "H", "H", "H", "H"],
  "xyz": [[0.835326, 1.226433, -0.154032], [0.381569, -1.583710, 0.084489], [-1.013179, 0.335923, -1.041971], [2.498525, -0.947842, 0.265108], [-3.354689, 0.865767, -0.198527], [-2.003895, 0.520159, -0.515422], [1.009920, -0.535981, 0.649712], [-3.880921, -0.008006, 0.328353], [2.082212, 1.390945, 0.577450], [2.721371, -1.897378, 0.274332], [1.713597, 0.728367, -1.114337], [2.671423, -0.592559, -0.756796], [0.966530, -0.622504, 1.868656], [-3.935822, 0.756621, -1.142906], [-3.691017, 1.880213, 0.302728], [-0.141087, -0.998187, -0.434950], [3.140130, -0.518266, 1.008118]],
  "forces_ev_per_a": [[2.43, 0.17, 2.25], [-0.78, -0.22, 0.52], [0.39, -1.08, -0.78], [1.52, 3.99, 0.44], [-3.54, -0.37, 1.03], [-2.08, 1.15, -0.31], [2.60, -0.95, 2.95], [1.09, 1.28, -0.04], [-0.26, 0.66, 0.09], [-0.33, -2.43, 0.15], [-0.46, 0.29, -1.16], [0.03, -0.63, 2.57], [0.24, 0.64, -2.88], [0.64, 0.58, 0.19], [1.44, -2.08, -0.94], [-2.30, -0.72, -2.23], [-0.63, -0.28, -1.85]],
  "nbo_charge": [0.47, -0.70, -0.48, -0.74, -0.79, 0.47, 0.01, 0.29, -0.10, 0.43, -0.07, 0.45, 0.22, 0.30, 0.31, 0.49, 0.44],
  "max_force_ev_per_a": 4.29,
  "total_charge": 1,
  "de_lowest_kcal_mol": 122.5,
  "spin_multiplicity": 1,
  "e_tot_ha": -646.0356
}


# 2
{
  "formula": "C7H18Cl8In",
  "method": "wB97M-V/def2-TZVPD",
  "symbols": ["In", "Cl", "Cl", "Cl", "Cl", "Cl", "Cl", "Cl", "Cl", "C", "C", "C", "C", "C", "C", "C", "H", "H", "H", "H", "H", "H", "H", "H", "H", "H", "H", "H", "H", "H", "H", "H", "H", "H"],
  "xyz": [[-2.031292, 0.037766, 1.861954], [0.190767, 0.611843, -2.908914], [2.776018, -4.223019, -1.320603], [-6.563021, 1.169481, 1.057829], [3.689976, -0.121532, -2.202029], [4.856532, -1.267070, -4.664460], [-2.462896, 1.758343, -3.418060], [4.291340, -4.062540, 1.202483], [-5.019645, 2.162529, -1.234607], [-1.025856, 1.785964, -2.393194], [3.532738, -1.320604, -3.479065], [-6.086034, 2.576301, 0.108931], [-0.597655, 1.526953, 2.731047], [1.618446, 0.388247, 2.289318], [0.741636, 1.573414, 2.067241], [3.807935, -5.070768, -0.160294], [-6.971570, 3.035094, -0.308770], [-3.354373, 0.909275, 1.107897], [-5.563655, 3.249297, 0.774953], [2.605917, -1.131216, -4.003449], [1.425448, -0.054949, 3.242304], [0.592035, 1.664681, 1.011434], [3.248984, -5.914325, 0.219397], [1.303551, 2.440331, 2.385772], [4.702268, -5.387122, -0.678425], [1.421659, -0.357108, 1.545900], [-1.177974, -0.857704, 0.582813], [3.536894, -2.294459, -3.009749], [2.663471, 0.634152, 2.258525], [-0.434101, 1.317052, 3.771148], [-1.327624, 1.537614, -1.383109], [-0.586829, 2.771438, -2.457085], [-1.053460, 2.496556, 2.671429], [-2.569007, -1.080913, 3.135492]],
  "forces_ev_per_a": [[0.27, -0.08, 0.22], [0.03, -0.01, -0.05], [-0.04, 0.00, 0.06], [-0.18, -0.10, 0.00], [0.14, 0.08, 0.02], [-0.02, 0.02, 0.05], [-0.06, 0.00, -0.19], [-0.02, 0.06, 0.01], [-0.04, 0.05, -0.05], [0.00, -0.07, 0.16], [-0.06, 0.02, 0.08], [0.11, -0.05, 0.00], [-0.45, -0.74, -0.19], [0.05, -0.50, -0.06], [0.17, 0.58, -0.11], [0.01, 0.01, -0.04], [-0.10, 0.02, 0.05], [-0.17, 0.16, -0.03], [0.12, 0.05, -0.02], [-0.04, -0.01, -0.07], [-0.13, -0.38, 0.83], [0.04, 0.33, -0.97], [-0.04, -0.06, 0.04], [0.23, 0.69, 0.11], [0.05, -0.04, -0.04], [-0.08, -0.66, -0.40], [0.08, -0.01, -0.10], [0.02, -0.06, -0.08], [0.65, 0.16, -0.14], [-0.09, -0.13, 0.84], [-0.02, -0.07, 0.10], [0.03, 0.06, 0.02], [-0.41, 0.65, -0.01], [-0.06, 0.02, -0.05]],
  "lowdin_charge": [0.21, 0.49, 0.54, 0.49, 0.50, 0.48, 0.48, 0.52, 0.46, -1.01, -1.04, -1.05, -0.38, -0.14, -0.43, -1.03, 0.01, -0.17, 0.02, 0.01, 0.06, 0.07, 0.02, 0.08, 0.02, 0.05, -0.14, -0.05, 0.06, 0.01, 0.01, 0.02, 0.00, -0.17],
  "max_force_ev_per_a": 1.02,
  "total_charge": -1,
  "spin_multiplicity": 1,
  "e_tot_ha": -4149.0992
}


# 3
{
  "formula": "C35H43Br12NO3",
  "method": "wB97M-V/def2-TZVPD",
  "symbols": ["Br", "Br", "Br", "Br", "Br", "Br", "Br", "Br", "Br", "Br", "Br", "Br", "O", "O", "O", "N", "C", "C", "C", "C", "C", "C", "C", "C", "C", "C", "C", "C", "C", "C", "C", "C", "C", "C", "C", "C", "C", "C", "C", "C", "C", "C", "C", "C", "C", "C", "C", "C", "C", "C", "C", "H", "H", "H", "H", "H", "H", "H", "H", "H", "H", "H", "H", "H", "H", "H", "H", "H", "H", "H", "H", "H", "H", "H", "H", "H", "H", "H", "H", "H", "H", "H", "H", "H", "H", "H", "H", "H", "H", "H", "H", "H", "H", "H"],
  "xyz": [[-2.178433, -0.278417, -1.146394], [8.077686, 2.483676, -4.055962], [-6.887107, 4.307502, 3.164163], [1.185887, -1.765611, -1.390099], [-5.738012, 4.424208, -0.329137], [5.310512, 0.507048, -2.611194], [4.883501, -0.590285, 6.885154], [-0.366419, -5.079972, -3.549155], [-2.056655, 4.901866, -1.443560], [-1.908317, 7.521057, -4.038233], [3.581639, 0.679802, 3.666187], [-0.302644, -2.478913, -6.180233], [1.105131, 1.177217, 2.697396], [-3.222277, -4.427316, 0.092066], [2.672647, -3.734047, 2.180287], [-2.520284, 3.440006, 2.451277], [4.048833, 1.643874, 5.298855], [-0.251103, -3.404848, 2.317488], [4.451762, 0.415299, 0.023269], [-2.515103, 2.671491, 3.534975], [-2.055015, -1.786547, 2.581881], [2.966516, -1.552188, 1.307768], [-0.044773, -1.242104, -2.800066], [-2.933616, 5.866263, -3.994229], [5.258032, 2.073596, -3.771108], [0.223796, -5.373206, 0.742643], [-1.282374, -4.159517, -6.107326], [6.343507, 2.031537, -4.815445], [0.216605, -1.006849, 2.286489], [5.280656, 1.071248, 5.950809], [-1.624947, 0.696138, 2.498488], [4.114006, -1.903358, 0.576069], [3.327426, 0.795565, 0.761399], [-1.613131, -3.104362, 2.506013], [2.155523, -2.660963, 1.950204], [-3.459598, 5.578799, -2.612699], [0.679931, -2.349419, 2.204415], [-1.790971, -4.449082, -4.718634], [-2.125384, 1.333599, 3.666470], [-1.171229, -5.755992, 0.144786], [4.872361, -0.928513, -0.080688], [-1.599615, 1.529017, 1.366717], [-5.781164, 5.630080, 2.261234], [-1.150563, -0.722535, 2.466301], [1.254016, 0.090588, 2.179204], [-0.766779, 0.033295, -2.452040], [-2.050965, 2.849012, 1.343773], [0.105093, -4.887244, 2.233190], [-1.891114, -4.505875, -0.450544], [2.581579, -0.210887, 1.393723], [-6.259684, 5.878477, 0.854061], [-3.114786, -1.536126, 2.701742], [-5.784919, 6.767464, 0.441172], [5.657749, 1.745805, 6.718494], [-2.194551, 0.794418, 4.616637], [-4.755320, 5.269285, 2.306241], [-3.882937, 6.451539, -2.125269], [-2.114085, -4.032223, -6.798098], [-4.205672, 4.790121, -2.645920], [6.165079, 2.783028, -5.583248], [6.074133, 0.853528, 5.241852], [1.016989, -5.142085, 2.791800], [-1.829723, -6.112789, 0.958300], [-0.615327, -4.929002, -6.484361], [-0.112664, 0.795333, -2.034418], [3.032673, 1.847194, 0.805908], [-2.867874, 3.155298, 4.460595], [-2.367082, -3.893179, 2.584997], [-1.058349, -6.535462, -0.629033], [-7.338265, 5.979698, 0.777660], [0.703107, -4.609071, 0.104350], [-0.702254, -5.472549, 2.713209], [-1.338781, -3.576057, -0.209650], [4.381422, -2.962194, 0.499951], [-1.231575, 1.085787, 0.418766], [-2.516807, -5.260312, -4.742777], [-3.664611, -3.650478, -0.270377], [-3.756731, 6.022661, -4.689470], [5.322701, 2.945180, -3.125481], [-1.274621, 0.435369, -3.327430], [-5.872834, 6.535328, 2.859136], [-1.998732, 3.409076, 0.400392], [3.174370, 1.617469, 5.943571], [-2.236352, -3.583029, -4.235779], [-1.963532, -4.581781, -1.554745], [5.007898, 1.188007, -0.478044], [4.229096, 2.669270, 4.978534], [6.446721, 1.057165, -5.283130], [4.276390, 2.044932, -4.241353], [-2.284890, 5.082482, -4.374312], [5.739297, -1.251780, -0.662440], [0.844799, -6.288039, 0.778349], [0.576098, -1.100287, -3.681987], [-0.714642, -2.081215, -2.964360]],
  "forces_ev_per_a": [[-0.29, -0.64, -0.74], [-0.02, -0.09, -0.02], [0.08, -0.03, -0.03], [-0.10, 0.00, -0.08], [-0.23, -0.11, 0.11], [0.34, 0.25, -1.99], [0.05, -0.01, -0.08], [0.18, 0.06, -0.27], [-0.02, 0.38, -0.37], [0.05, -0.07, -0.02], [1.72, 0.42, 1.87], [0.04, -0.08, -0.08], [-0.77, -0.54, -0.87], [0.14, -0.09, 0.02], [-0.29, 0.42, -0.12], [0.27, -0.34, -0.50], [0.05, -0.14, -0.29], [-0.23, -0.43, 0.45], [-0.15, -0.11, 1.10], [-0.49, 0.01, 1.68], [0.22, 0.34, -0.12], [0.27, -0.10, -0.28], [0.29, 0.06, 0.09], [-0.07, 0.30, -0.07], [-0.07, -0.37, -0.11], [-0.47, -0.72, 0.56], [-0.14, 0.22, -0.07], [0.14, 0.32, -0.04], [0.69, -0.57, -0.35], [-0.05, 0.06, 0.33], [-0.70, 1.50, 0.71], [0.12, 0.02, -0.07], [0.02, -0.80, -0.41], [0.04, 0.56, 0.11], [-0.17, 0.69, -0.12], [0.20, -0.27, -0.10], [-0.35, -0.25, -0.01], [0.10, -0.33, 0.10], [0.36, -0.50, -1.47], [0.11, 1.11, 0.03], [-1.01, -0.02, 0.85], [0.59, -0.75, -0.95], [-0.10, 0.03, 0.18], [0.54, 0.19, -0.01], [0.49, 0.55, -0.55], [-0.28, -0.06, -0.11], [0.28, -0.74, 0.48], [-0.01, -0.10, -0.34], [-0.16, -0.11, -0.24], [-1.88, -0.47, -0.01], [0.23, 0.04, -0.11], [0.37, -0.26, -0.01], [0.02, -0.02, 0.07], [-0.03, 0.00, -0.03], [0.03, 0.39, -0.32], [-0.03, -0.03, -0.08], [0.03, 0.00, -0.06], [-0.01, -0.02, 0.06], [0.01, 0.04, -0.05], [-0.04, -0.02, 0.04], [-0.09, 0.01, -0.04], [-0.31, 0.38, -0.37], [0.32, -0.14, -0.46], [-0.02, 0.00, 0.09], [0.03, -0.08, 0.01], [0.02, -0.45, 0.16], [0.08, -0.10, -0.49], [0.48, 0.14, -0.08], [-0.14, 0.29, 0.38], [0.03, -0.05, 0.07], [0.00, -0.40, 0.31], [0.23, 0.35, -0.25], [-0.13, -0.40, -0.09], [-0.08, 0.41, 0.12], [-0.08, 0.75, 1.19], [0.00, 0.04, -0.06], [0.16, -0.08, 0.01], [-0.01, -0.02, 0.06], [0.07, -0.01, -0.06], [0.04, -0.04, 0.00], [-0.02, 0.01, -0.07], [-0.22, -0.32, 0.86], [0.09, -0.02, 0.05], [0.01, 0.02, -0.09], [0.08, 0.05, 0.68], [-0.04, 0.00, 0.63], [0.04, -0.03, 0.03], [-0.06, 0.00, 0.07], [0.05, 0.01, -0.03], [-0.03, -0.01, 0.08], [-0.23, 0.33, 0.24], [-0.10, 0.50, -0.26], [-0.06, 0.01, 0.02], [-0.01, 0.06, 0.00]],
  "lowdin_charge": [0.75, 0.61, 0.60, 0.78, 0.67, 0.84, 0.60, 0.70, 0.69, 0.60, 1.00, 0.65, 0.01, -0.10, 0.11, 0.06, -0.63, -0.14, -0.20, -0.16, 0.00, -0.19, -0.70, -0.70, -0.64, -0.17, -0.68, -0.70, -0.02, -0.70, -0.17, -0.02, -0.10, -0.02, -0.27, -0.72, -0.02, -0.67, 0.01, -0.16, -0.14, -0.09, -0.69, -0.12, -0.34, -0.63, -0.15, -0.13, -0.28, -0.30, -0.67, 0.13, 0.06, 0.05, 0.12, 0.03, 0.04, 0.06, 0.00, 0.06, 0.05, 0.11, 0.11, 0.05, 0.06, 0.13, 0.11, 0.12, 0.10, 0.05, 0.09, 0.11, 0.09, 0.13, 0.00, 0.06, 0.08, 0.06, 0.06, 0.06, 0.06, -0.03, 0.05, 0.05, 0.03, 0.01, 0.06, 0.05, 0.06, 0.05, 0.08, 0.11, 0.02, 0.00],
  "max_force_ev_per_a": 2.58,
  "spin_multiplicity": 1,
  "e_tot_ha": -32528.0821
}


# 4
{
  "formula": "C3H6NO2",
  "method": "wB97M-V/def2-TZVPD",
  "symbols": ["O", "O", "N", "C", "C", "C", "H", "H", "H", "H", "H", "H"],
  "xyz": [[-0.084505, -2.778630, 0.111166], [-1.986375, 0.106698, 0.448806], [0.492832, -0.487074, 0.296988], [0.199762, -1.689104, 0.190047], [-3.172278, 0.161696, 0.233952], [1.779545, 0.185784, 0.135499], [-0.337253, 0.119839, 0.497925], [2.171966, 0.470861, 1.117200], [-3.755622, 1.076436, 0.384139], [-3.727327, -0.713044, -0.132384], [1.625341, 1.087378, -0.455333], [2.497292, -0.459186, -0.366644]],
  "forces_ev_per_a": [[-0.09, -0.46, -0.09], [-0.14, -0.06, 0.02], [-0.46, 1.44, 0.27], [0.04, -0.52, 0.00], [-0.45, -0.02, -0.11], [1.17, 0.28, 0.08], [0.11, -0.44, -0.08], [-0.17, -0.15, -0.18], [0.11, 0.16, 0.07], [0.07, -0.06, 0.04], [-0.09, -0.17, -0.02], [-0.10, -0.01, 0.02]],
  "nbo_charge": [-0.29, -0.62, -0.61, 1.01, 0.37, -0.41, 0.51, 0.25, 0.15, 0.14, 0.25, 0.24],
  "max_force_ev_per_a": 1.54,
  "total_charge": 1,
  "de_lowest_kcal_mol": 26.9,
  "spin_multiplicity": 1,
  "e_tot_ha": -322.8359
}


# 5
{
  "formula": "C2H5N2O2S",
  "method": "wB97M-V/def2-TZVPD",
  "symbols": ["S", "O", "O", "N", "N", "C", "C", "H", "H", "H", "H", "H"],
  "xyz": [[-1.753216, -0.344615, -1.022909], [-0.343943, -0.661017, -0.994337], [-2.631384, -0.880829, -0.012742], [-2.117796, 0.617994, -2.132147], [1.893956, -0.615401, 0.375596], [1.267364, 0.365588, 1.137942], [0.679606, 1.219396, 1.760987], [0.090524, 1.913430, 2.184823], [1.220186, -0.672321, -0.458303], [2.920505, -0.320581, 0.083933], [-3.075008, 0.816599, -1.842318], [1.849205, -1.438243, 0.919475]],
  "forces_ev_per_a": [[0.48, 0.13, 0.26], [-0.66, -0.42, 0.00], [0.97, 0.55, -1.13], [-0.19, -0.81, 1.43], [1.29, 2.38, -1.89], [-1.04, 2.57, 1.82], [2.56, -3.70, -2.69], [-1.53, 2.10, 1.49], [0.81, -0.54, 0.39], [-2.40, -0.96, 0.69], [-0.74, 0.50, -0.78], [0.45, -1.81, 0.42]],
  "nbo_charge": [2.27, -0.94, -0.78, -0.89, -0.73, 0.05, -0.06, 0.25, 0.51, 0.48, 0.39, 0.46],
  "max_force_ev_per_a": 5.25,
  "total_charge": 1,
  "de_lowest_kcal_mol": 54.2,
  "spin_multiplicity": 1,
  "e_tot_ha": -736.9597
}


Please write out number 2 again, unchanged.
{
  "formula": "C7H18Cl8In",
  "method": "wB97M-V/def2-TZVPD",
  "symbols": ["In", "Cl", "Cl", "Cl", "Cl", "Cl", "Cl", "Cl", "Cl", "C", "C", "C", "C", "C", "C", "C", "H", "H", "H", "H", "H", "H", "H", "H", "H", "H", "H", "H", "H", "H", "H", "H", "H", "H"],
  "xyz": [[-2.031292, 0.037766, 1.861954], [0.190767, 0.611843, -2.908914], [2.776018, -4.223019, -1.320603], [-6.563021, 1.169481, 1.057829], [3.689976, -0.121532, -2.202029], [4.856532, -1.267070, -4.664460], [-2.462896, 1.758343, -3.418060], [4.291340, -4.062540, 1.202483], [-5.019645, 2.162529, -1.234607], [-1.025856, 1.785964, -2.393194], [3.532738, -1.320604, -3.479065], [-6.086034, 2.576301, 0.108931], [-0.597655, 1.526953, 2.731047], [1.618446, 0.388247, 2.289318], [0.741636, 1.573414, 2.067241], [3.807935, -5.070768, -0.160294], [-6.971570, 3.035094, -0.308770], [-3.354373, 0.909275, 1.107897], [-5.563655, 3.249297, 0.774953], [2.605917, -1.131216, -4.003449], [1.425448, -0.054949, 3.242304], [0.592035, 1.664681, 1.011434], [3.248984, -5.914325, 0.219397], [1.303551, 2.440331, 2.385772], [4.702268, -5.387122, -0.678425], [1.421659, -0.357108, 1.545900], [-1.177974, -0.857704, 0.582813], [3.536894, -2.294459, -3.009749], [2.663471, 0.634152, 2.258525], [-0.434101, 1.317052, 3.771148], [-1.327624, 1.537614, -1.383109], [-0.586829, 2.771438, -2.457085], [-1.053460, 2.496556, 2.671429], [-2.569007, -1.080913, 3.135492]],
  "forces_ev_per_a": [[0.27, -0.08, 0.22], [0.03, -0.01, -0.05], [-0.04, 0.00, 0.06], [-0.18, -0.10, 0.00], [0.14, 0.08, 0.02], [-0.02, 0.02, 0.05], [-0.06, 0.00, -0.19], [-0.02, 0.06, 0.01], [-0.04, 0.05, -0.05], [0.00, -0.07, 0.16], [-0.06, 0.02, 0.08], [0.11, -0.05, 0.00], [-0.45, -0.74, -0.19], [0.05, -0.50, -0.06], [0.17, 0.58, -0.11], [0.01, 0.01, -0.04], [-0.10, 0.02, 0.05], [-0.17, 0.16, -0.03], [0.12, 0.05, -0.02], [-0.04, -0.01, -0.07], [-0.13, -0.38, 0.83], [0.04, 0.33, -0.97], [-0.04, -0.06, 0.04], [0.23, 0.69, 0.11], [0.05, -0.04, -0.04], [-0.08, -0.66, -0.40], [0.08, -0.01, -0.10], [0.02, -0.06, -0.08], [0.65, 0.16, -0.14], [-0.09, -0.13, 0.84], [-0.02, -0.07, 0.10], [0.03, 0.06, 0.02], [-0.41, 0.65, -0.01], [-0.06, 0.02, -0.05]],
  "lowdin_charge": [0.21, 0.49, 0.54, 0.49, 0.50, 0.48, 0.48, 0.52, 0.46, -1.01, -1.04, -1.05, -0.38, -0.14, -0.43, -1.03, 0.01, -0.17, 0.02, 0.01, 0.06, 0.07, 0.02, 0.08, 0.02, 0.05, -0.14, -0.05, 0.06, 0.01, 0.01, 0.02, 0.00, -0.17],
  "max_force_ev_per_a": 1.02,
  "total_charge": -1,
  "spin_multiplicity": 1,
  "e_tot_ha": -4149.0992
}